Entry 1:
# C40H41BCdFN13O9

A molecular structure, C40H41BCdFN13O9 (the ωB97M-V functional and the def2-TZVPD basis, the Open Molecules 2025 dataset).

```
! wB97M-V def2-TZVPD RIJCOSX def2/J DEFGRID3
* xyz 1 2
Cd -0.175 0.274 -0.630
C -1.992 -2.794 -0.851
C -0.635 -2.860 -1.468
C 0.092 -3.986 -1.885
C 1.296 -3.490 -2.319
N 1.273 -2.147 -2.202
N 0.083 -1.763 -1.666
B 2.431 -1.165 -2.250
N 2.851 -0.900 -0.741
C 3.581 0.199 -0.250
C 3.770 0.005 1.080
C 3.157 -1.232 1.359
C 3.020 -1.975 2.606
N 2.597 -1.746 0.181
N 2.069 0.202 -2.849
C 2.596 0.788 -3.942
C 1.935 1.972 -4.158
C 0.983 2.055 -3.128
C -0.040 3.115 -2.893
N 1.088 0.989 -2.344
N 3.641 -1.718 -2.959
C 3.750 -2.359 -4.146
C 5.083 -2.420 -4.463
C 5.738 -1.763 -3.397
C 7.201 -1.518 -3.219
N 4.862 -1.338 -2.503
H -2.662 -3.515 -1.316
H -2.419 -1.797 -0.965
H -1.935 -3.031 0.214
H -0.222 -5.015 -1.864
H 2.168 -3.996 -2.697
H 3.878 0.987 -0.921
H 4.282 0.645 1.776
H 3.796 -1.710 3.320
H 2.999 -3.048 2.418
H 2.053 -1.674 3.042
H 3.403 0.322 -4.483
H 2.104 2.679 -4.951
H 0.444 4.068 -2.674
H -0.704 2.860 -2.067
H -0.648 3.250 -3.787
H 2.880 -2.715 -4.673
H 5.529 -2.879 -5.328
H 7.786 -2.311 -3.681
H 7.450 -1.471 -2.160
H 7.497 -0.574 -3.679
F -1.932 6.765 -0.448
C -1.820 5.935 0.611
C -0.986 4.860 0.529
C -0.922 3.951 1.586
C -0.228 2.674 1.380
O 0.329 2.435 0.292
C -0.272 1.769 2.491
C -0.872 2.156 3.649
N -1.533 3.321 3.823
C -2.182 3.598 5.083
C -1.682 4.745 5.911
C -1.427 3.331 6.346
C -1.652 4.197 2.753
C -2.515 5.297 2.807
C -2.636 6.149 1.728
N -3.650 7.149 1.779
C -3.408 8.472 1.225
C -4.609 9.355 1.612
N -5.297 8.722 2.786
C -5.963 7.425 2.387
C -4.998 6.694 1.451
C 0.335 0.379 2.486
O 0.868 -0.003 3.523
O 0.188 -0.324 1.427
H -0.441 4.650 -0.380
H -0.832 1.503 4.510
H -3.245 3.403 5.085
H -2.410 5.331 6.453
H -0.839 5.298 5.519
H -1.987 2.934 7.180
H -0.415 2.962 6.260
H -3.122 5.478 3.683
H -3.313 8.489 0.136
H -2.484 8.867 1.649
H -5.353 9.408 0.819
H -4.312 10.365 1.882
H -5.969 9.359 3.211
H -4.582 8.492 3.479
H -6.913 7.671 1.917
H -6.147 6.865 3.303
H -5.242 6.895 0.401
H -5.084 5.622 1.606
O -2.975 2.789 -0.456
C -2.895 1.608 -0.128
O -2.331 0.659 -0.766
C -3.531 1.211 1.200
C -3.311 -0.037 1.765
C -3.866 -0.323 2.999
C -4.654 0.572 3.693
C -4.865 1.801 3.091
C -4.311 2.141 1.871
N -5.685 2.793 3.806
O -5.746 3.922 3.338
O -6.226 2.455 4.832
N -3.606 -1.646 3.609
O -3.981 -1.812 4.751
O -3.041 -2.469 2.925
H -2.700 -0.772 1.262
H -5.083 0.320 4.651
H -4.469 3.110 1.422
*
```

For the total energy, the calculation gives -3230.0653 Ha. The gap between HOMO and LUMO (spin up / spin down) comes out at 7.6621 / 5.8584 eV. The largest force on an atom comes out at 0.26 eV/A. The value obtained for the energy relative to the best compared isomer or geometry (same formula, charge and spin) is 0.0 kJ/mol.

Entry 2:
# H4NO2PS

2 unconnected molecules or ions with the total composition H4NO2PS at a distorted geometry (the ωB97M-V functional and the def2-TZVPD basis, the Open Molecules 2025 dataset).

```
! wB97M-V def2-TZVPD RIJCOSX def2/J DEFGRID3
* xyz 0 1
N 2.094 0.095 -0.360
O -0.808 1.269 -0.907
O -0.185 0.012 1.244
P -0.430 -0.244 -0.391
S -2.274 -1.165 0.080
H 2.497 -0.389 -1.163
H 0.039 1.713 -1.007
H 0.830 0.194 1.340
H -1.763 -1.485 1.163
*
```

For the total energy, the calculation gives -947.0581 Ha. The gap between HOMO and LUMO (spin up / spin down) comes out at 7.3337 / 7.4350 eV. The largest force on an atom comes out at 4.22 eV/A. The value obtained for the energy relative to the best compared isomer or geometry (same formula, charge and spin) is 551.8 kJ/mol.

Entry 3:
# C4H11NS2

A molecular structure, C4H11NS2 at a distorted geometry (the ωB97M-V functional and the def2-TZVPD basis, the Open Molecules 2025 dataset).

```
! wB97M-V def2-TZVPD RIJCOSX def2/J DEFGRID3
* xyz 0 1
C 1.456 -0.653 -1.319
C 0.794 1.685 -0.566
C -0.892 -0.388 2.759
C 0.492 0.393 -1.288
N -1.222 -0.579 0.165
S -2.302 -0.907 -1.083
S -1.721 0.417 1.312
H 2.253 -0.357 -0.570
H 1.159 -1.697 -1.207
H 1.897 -0.817 -2.311
H 1.726 1.732 -0.138
H -0.103 1.818 0.203
H 0.718 2.530 -1.265
H -1.061 0.006 3.721
H 0.122 -0.401 2.274
H -1.403 -1.281 2.822
H -0.398 0.240 -1.793
H -1.513 -1.740 -1.717
*
```

For the total energy, the calculation gives -1009.9556 Ha. The gap between HOMO and LUMO (spin up / spin down) comes out at 6.7410 / 8.0292 eV. The largest force on an atom comes out at 4.67 eV/A. The value obtained for the energy relative to the best compared isomer or geometry (same formula, charge and spin) is 479.9 kJ/mol.

Entry 4:
# CH2N3O

2 unconnected molecules or ions with the total composition CH2N3O at a distorted geometry (the ωB97M-V functional and the def2-TZVPD basis, the Open Molecules 2025 dataset).

```
! wB97M-V def2-TZVPD RIJCOSX def2/J DEFGRID3
* xyz 1 1
C 1.034 -0.225 -1.595
N -1.593 0.302 2.971
N -1.220 0.160 1.951
N 0.286 0.017 -0.629
O 1.585 -0.505 -2.534
H -0.658 -0.094 -0.600
H 0.566 0.344 0.435
*
```

For the total energy, the calculation gives -278.5296 Ha. The gap between HOMO and LUMO comes out at 13.0445 eV. The largest force on an atom comes out at 6.46 eV/A. The value obtained for the energy relative to the best compared isomer or geometry (same formula, charge and spin) is 53.9 kJ/mol.

Entry 5:
# C23H29N3O4

A single C23H29N3O4 molecule (the ωB97M-V functional and the def2-TZVPD basis, the Open Molecules 2025 dataset).

```
! wB97M-V def2-TZVPD RIJCOSX def2/J DEFGRID3
* xyz 0 1
C 4.787 -6.238 5.563
O 4.868 -5.246 4.574
C 3.961 -5.449 3.515
C 4.202 -4.371 2.457
C 3.130 -4.451 1.384
O 3.268 -5.162 0.405
N 2.003 -3.727 1.577
C 1.769 -2.820 2.686
C 0.278 -2.528 2.816
C -0.254 -1.799 1.576
O 0.014 -0.420 1.779
C -0.647 0.524 1.060
C -1.605 0.280 0.081
C -2.223 1.340 -0.553
C -1.891 2.656 -0.255
C -2.596 3.733 -1.001
O -3.719 3.586 -1.447
N -1.905 4.902 -1.118
C -2.341 5.903 -2.060
C -1.642 5.730 -3.423
C -1.827 4.312 -3.877
C -2.913 3.924 -4.653
C -3.074 2.582 -4.947
C -2.148 1.674 -4.459
C -1.096 2.160 -3.701
N -0.936 3.440 -3.417
C -0.931 2.897 0.725
C -0.323 1.847 1.376
C 0.452 -2.323 0.311
C 0.996 -3.729 0.531
H 5.012 -7.230 5.153
H 5.524 -5.982 6.322
H 3.788 -6.267 6.018
H 2.926 -5.401 3.895
H 4.105 -6.444 3.069
H 4.244 -3.395 2.934
H 5.164 -4.566 1.981
H 2.302 -1.873 2.527
H 2.126 -3.267 3.615
H -0.268 -3.460 2.959
H 0.111 -1.894 3.686
H -1.340 -1.954 1.514
H -1.883 -0.726 -0.192
H -2.978 1.160 -1.303
H -0.910 4.863 -0.956
H -2.134 6.897 -1.653
H -3.420 5.774 -2.175
H -2.069 6.431 -4.140
H -0.576 5.931 -3.307
H -3.621 4.659 -5.004
H -3.914 2.248 -5.540
H -2.242 0.617 -4.658
H -0.344 1.498 -3.290
H -0.677 3.908 1.007
H 0.411 2.020 2.147
H -0.223 -2.327 -0.544
H 1.281 -1.651 0.079
H 1.477 -4.107 -0.374
H 0.180 -4.414 0.792
*
```

The structure (SMILES) is COCCC(=O)N1CCC(Oc2ccc(C(=O)NCCc3ccccn3)cc2)CC1. For the total energy, the calculation gives -1359.0855 Ha. The gap between HOMO and LUMO comes out at 9.2182 eV. The largest force on an atom comes out at 0.45 eV/A. The value obtained for the energy relative to the best compared isomer or geometry (same formula, charge and spin) is 141.1 kJ/mol.

Q: What is the formula in the third record?
A: C4H11NS2